--- P ---
Entry from the Open Molecules 2025 dataset: a cluster of 18 separate species, H37O18 in total (the ωB97M-V functional and the def2-TZVPD basis).

Computed properties:
LUMO energy   -2.67 eV
Charge   +1
2S+1   1
E_HOMO   -12.579 eV
HOMO-LUMO gap   0.3640 Ha

Each line ends with the Löwdin charge.
Geometry (Å):
O: 4.21063 -1.09839 1.47229  -0.07
H: -4.97027 -0.63385 3.91176  0.03
H: -0.00208 -0.69563 2.98647  0.02
O: -0.05180 -1.40094 3.68376  -0.11
H: 3.84933 -1.94459 1.13799  0.06
O: -1.24609 -3.80481 3.65622  -0.09
H: -0.85418 -2.95353 3.55361  -0.07
H: 0.24117 -0.45478 -0.11482  0.05
O: -1.67242 -2.90238 -3.24016  0.00
H: -0.71929 -1.92315 -2.73689  0.08
H: -1.41011 -3.91024 -3.37887  0.18
O: 3.86300 -2.36793 -1.17471  -0.09
H: 4.89860 -2.62109 -1.18208  0.14
H: 3.95998 -1.50692 -0.81998  -0.05
O: 1.12621 0.57257 2.55174  0.02
H: 1.70354 1.27107 2.84537  0.08
H: 1.53977 0.46728 1.78153  -0.08
O: 3.12077 0.75716 -4.29621  -0.01
H: 3.13016 2.90731 -0.41243  -0.05
H: -1.06910 -1.20818 0.40563  0.08
O: -0.46652 2.30484 -1.96248  -0.08
H: -0.71318 3.36109 -2.01600  0.15
H: -0.08394 2.41001 -1.13642  -0.04
O: -5.16057 1.85335 -0.16000  -0.16
H: -5.29691 2.89385 0.04115  0.12
H: -0.65684 -0.27313 -2.89732  0.15
O: -0.35299 -1.23252 -0.25413  -0.04
H: 3.80118 1.33144 -4.13533  -0.02
H: -2.53713 -2.98031 -2.87959  0.06
O: -4.04694 -4.19568 -0.05651  0.07
H: -3.69516 -4.34944 0.77650  0.02
H: -4.87188 -4.07140 -0.06898  -0.09
O: 1.87791 4.71151 -0.96863  -0.13
H: 2.66532 4.92496 -1.58145  0.10
H: 1.92018 5.26686 -0.16763  0.00
O: -4.08457 -0.52566 3.59195  -0.02
H: -6.05289 1.45014 0.18593  0.09
H: -4.13197 0.19642 3.01145  -0.01
O: 0.61788 5.86509 0.40104  -0.10
H: -0.09647 6.55882 0.23225  0.11
H: -0.02019 5.20134 0.79355  0.09
O: -2.67360 -0.01328 -0.35885  0.01
H: -3.51067 -0.12399 -0.13584  -0.05
H: -2.64438 0.94676 -0.44157  0.05
O: -0.06000 -1.06722 -2.77742  0.10
H: 3.94595 -1.14270 2.44373  0.11
H: -0.09403 -1.41438 -1.72134  0.13
O: 3.30172 2.04008 -0.33143  -0.01
H: -1.29375 -3.66856 4.64768  0.07
H: 3.35209 1.45114 -1.14414  0.11
O: 2.07110 -0.09656 0.07212  -0.08
H: 2.90010 -0.08765 0.69668  0.08
H: 2.02476 0.76852 -0.14094  -0.06
H: 2.80798 0.72171 -5.20059  0.04
H: -1.00548 -1.35916 4.07220  0.10

---

--- Q ---
Entry from the Open Molecules 2025 dataset: a cluster of 18 separate species, H37O18 in total (the ωB97M-V functional and the def2-TZVPD basis).

Computed properties:
LUMO energy   -2.49 eV
Charge   +1
2S+1   1
E_HOMO   -12.866 eV
HOMO-LUMO gap   0.3813 Ha

Each line ends with the Löwdin charge.
Geometry (Å):
O: 0.72355 0.68062 -0.61350  0.03
H: 0.16258 1.02676 -1.43023  0.11
H: 0.91085 1.72386 -0.38276  0.10
O: -0.54955 -0.47385 1.29972  -0.13
H: 0.24023 0.09117 0.11147  0.09
O: 3.31401 1.33407 -0.59760  -0.02
H: 2.59469 0.76302 -0.65801  -0.04
H: 4.05919 0.74304 -0.41452  0.06
O: 3.28143 -1.23379 1.33112  -0.06
H: 2.46319 -1.07939 1.82389  0.04
H: 3.47853 -2.19213 1.49944  0.08
O: 1.51237 4.64494 -1.51493  -0.10
H: 2.02832 5.13467 -2.28322  0.14
H: 0.78947 5.33513 -1.55186  0.09
O: 0.71182 1.25149 -5.61755  -0.15
H: 1.54111 0.63925 -5.71466  0.10
H: 0.11218 1.04964 -6.46299  0.12
O: 5.09232 -2.26053 -1.40995  0.04
H: 5.73484 -2.81928 -1.69523  0.00
H: 5.07533 -2.04416 -0.53942  -0.03
O: -0.50659 1.11286 -2.93414  -0.08
H: -0.12541 1.71981 -3.62957  0.07
H: -0.27108 0.14220 -3.17781  0.12
O: -0.25650 -2.71655 5.11619  -0.03
H: -0.21737 -1.94922 4.70852  -0.09
H: -0.61756 -2.32027 6.00633  0.11
O: 1.39923 2.88768 0.45209  -0.02
H: 1.63797 3.34895 -0.43889  0.07
H: 2.23292 2.59206 0.67858  0.01
O: 0.04171 -4.66610 -1.29350  0.03
H: 0.78041 -4.12975 -1.32648  -0.06
H: -0.65464 -4.54235 -1.78539  -0.06
O: 1.51912 -2.54903 -1.55964  -0.05
H: 2.26031 -2.15697 -1.08656  0.03
H: 2.06129 -2.96133 -2.26340  0.08
O: -1.62243 1.39379 3.02006  -0.10
H: -1.19945 2.26092 3.14432  0.04
H: -2.17468 1.46961 3.92299  0.15
O: -5.03931 -0.17438 -0.99086  -0.10
H: -5.04889 -0.64675 -1.87221  0.08
H: -4.18838 0.38931 -1.22915  0.07
O: -5.37147 -1.73781 1.37962  -0.09
H: -5.64359 -1.88248 0.38214  0.11
H: -5.99955 -1.02298 1.48281  0.04
O: -2.68437 -2.12884 1.52463  0.03
H: -2.50507 -2.96895 1.85312  0.05
H: -3.51667 -1.75429 1.67783  0.00
O: 1.02751 1.96674 3.62435  0.01
H: 0.81844 1.90874 2.79609  -0.10
H: 1.28155 2.80905 4.05782  0.09
O: -2.54300 1.78578 -0.39071  -0.02
H: -3.03848 1.00324 -0.57086  -0.02
H: -2.77101 2.18429 0.46048  0.05
H: -1.38694 -1.24626 1.30432  0.13
H: -0.95449 0.26474 1.77764  -0.01

---

Least stable: P